[1]
2 unconnected molecules or ions with the total composition C5H11O3. Source: the Open Molecules 2025 dataset; level of theory: the ωB97M-V functional and the def2-TZVPD basis.

```
19
Properties=species:S:1:pos:R:3:lowdin_charge:R:1
C -1.5958 -2.2101 -1.9538 -0.049
C -0.4363 -1.2677 -2.3253 -0.750
O 0.5194 -1.7017 -2.9777 -0.057
O -0.5904 -0.0735 -1.8951 -0.123
H -1.6461 -3.0231 -2.6793 0.053
H -2.5200 -1.6461 -1.9591 0.052
H -1.3647 -2.6404 -0.9837 0.057
C 0.4442 0.8470 0.9169 -0.496
C 1.4481 0.1501 1.8668 -0.063
C -0.0622 2.1549 1.5063 -0.079
O 1.1526 1.1495 -0.2842 -0.108
H -0.3658 0.1882 0.6019 0.123
H 1.3427 0.4940 2.9090 0.059
H 0.7131 2.8540 1.8068 0.072
H -0.6638 2.5948 0.7258 0.067
H -0.7722 1.9388 2.3198 0.071
H 0.6353 0.7083 -1.0161 0.041
H 2.4343 0.4134 1.4751 0.072
H 1.3277 -0.9304 1.9460 0.059
```

As for the charge: -1. For the strongest force on any atom, the calculation gives 1.4 eV/Å. The energy above the lowest of the compared OMol25 structures with the same formula, charge and spin is 38.2 kJ/mol.

---

[2]
A single C11H12F3NO4 molecule. Source: the Open Molecules 2025 dataset; level of theory: the ωB97M-V functional and the def2-TZVPD basis.

```
31
Properties=species:S:1:pos:R:3:lowdin_charge:R:1
C -0.3734 1.3732 2.1905 -0.073
C -1.3814 1.4650 0.9095 -0.203
N -1.1443 0.2251 0.1074 -0.139
C -1.0784 0.4780 -1.3631 -0.167
C 0.5088 0.6228 -1.7263 -0.065
C 1.3227 -0.5127 -0.9139 0.009
C 2.5593 -0.4246 -0.2207 0.070
C 3.4926 0.8470 -0.0511 -0.339
F 2.8245 2.0093 0.3937 0.078
F 4.5558 0.5717 0.8664 0.072
F 4.0937 1.1236 -1.3228 0.060
C 2.8264 -1.9275 0.3178 -0.258
O 3.9053 -2.4999 0.5349 0.141
O 1.4774 -2.4310 0.4732 0.076
C 0.8525 -2.0587 -0.7550 -0.292
O 0.1029 -2.6836 -1.5219 0.130
C -2.0625 -0.8737 0.4633 -0.370
C -3.5407 -1.0949 -0.1005 -0.011
O -1.6287 -1.7271 1.3009 0.039
H 0.6261 0.9704 1.7786 0.069
H -0.7897 0.5307 2.8526 0.080
H -0.2679 2.3647 2.7439 0.077
H -1.1377 2.4163 0.2985 0.124
H -2.4671 1.5809 1.2505 0.121
H -1.5133 -0.3607 -2.0100 0.127
H -1.5334 1.5029 -1.6207 0.124
H 0.8750 1.6725 -1.4694 0.119
H 0.6472 0.3783 -2.8347 0.129
H -3.8439 -2.1720 0.1897 0.102
H -4.2569 -0.3943 0.4670 0.093
H -3.6508 -0.9719 -1.2284 0.078
```

As for the charge: 0. For the strongest force on any atom, the calculation gives 5.5 eV/Å. As for the SMILES: CCN(CCC1=C(C(F)(F)F)C(=O)OC1=O)C(C)=O.

---

[3]
2 unconnected molecules or ions with the total composition C16H26N8O3S. Source: the Open Molecules 2025 dataset; level of theory: the ωB97M-V functional and the def2-TZVPD basis.

```
54
Properties=species:S:1:pos:R:3:lowdin_charge:R:1
C 3.1349 2.2946 -1.6533 -0.060
N 2.6402 1.0013 -1.1831 0.053
C 1.9469 0.6535 -0.0881 -0.407
O 1.6893 -0.5419 0.0286 0.010
C 1.4351 1.6362 1.0089 -0.168
C -0.0801 1.4740 1.2776 -0.112
C -0.4649 0.3702 2.2844 -0.428
C 0.0447 0.6622 3.7005 -0.064
C -1.9900 0.2798 2.3587 -0.078
N 1.7008 3.0705 0.8268 0.083
C 2.8301 3.6720 1.2047 -0.580
C 2.9033 5.1663 0.9991 0.005
O 3.7862 3.0719 1.6742 0.050
H 3.5781 2.1783 -2.6433 0.088
H 3.9119 2.6621 -0.9804 0.080
H 2.3225 3.0186 -1.7224 0.078
H 2.9020 0.2032 -1.7403 0.139
H 1.9717 1.3428 1.9107 0.140
H -0.5789 1.2787 0.3269 0.123
H -0.4807 2.4123 1.6657 0.120
H -0.0723 -0.5894 1.9533 0.101
H 1.1304 0.5971 3.7368 0.072
H -0.3573 -0.0791 4.3917 0.079
H -0.2724 1.6546 4.0196 0.084
H -2.4098 1.2172 2.7219 0.083
H -2.2775 -0.5279 3.0327 0.073
H -2.3964 0.0574 1.3718 0.077
H 0.9642 3.6413 0.4481 0.144
H 2.1270 5.6491 1.5895 0.084
H 3.8815 5.5172 1.3281 0.088
H 2.7688 5.3958 -0.0558 0.079
N 0.1722 -0.8446 -5.8261 0.131
C -0.8929 -1.6897 -5.6908 -0.602
O -1.4430 -2.0030 -6.7278 0.044
C -1.4095 -2.1631 -4.3436 -0.342
S -0.2454 -1.7604 -2.9673 0.955
C -1.1986 -2.3219 -1.5965 -0.627
N -2.4602 -2.6733 -1.6588 0.139
C -2.8037 -3.0404 -0.3725 -0.326
N -4.0014 -3.4486 0.0123 0.130
C -4.1300 -3.7657 1.3032 -0.186
N -3.1415 -3.7093 2.2070 0.123
C -1.9773 -3.2847 1.7735 -0.394
N -0.9941 -3.2594 2.7012 0.144
C -1.7392 -2.9258 0.4766 -0.154
N -0.7086 -2.4432 -0.3115 0.131
H 0.5273 -0.3742 -5.0015 0.055
H 0.3008 -0.4387 -6.7480 0.117
H -2.3769 -1.6897 -4.1575 0.096
H -1.5676 -3.2434 -4.3859 0.098
H -5.1063 -4.1030 1.6396 0.104
H -0.0571 -3.3771 2.3386 0.105
H -1.2475 -3.7646 3.5430 0.107
H 0.2115 -2.1162 -0.0009 0.119
```

As for the charge: 0. For the strongest force on any atom, the calculation gives 1.8 eV/Å. As for the SMILES: CNC(=O)[C@H](CC(C)C)NC(C)=O.NC(=O)CSc1nc2ncnc(N)c2[nH]1.

---

In the order shown, the computed total energy values come out to -422.899127 -1081.542680 -1687.340253 Ha.